No. 1
Molecular formula: CH4OS2
Method: DFT, wB97M-V/def2-TZVPD

Geometry (Å):
C1 -2.0164 1.3350 0.3233
O1 -2.9585 0.9974 -0.4651
S1 2.6872 1.3570 0.0288
S2 -4.2972 0.1456 -0.1967
H1 -1.1163 1.5021 -0.0805
H2 -1.9496 1.0828 1.4248
H3 1.4521 1.5654 0.2991
H4 3.0707 2.5392 0.0635

Output
Lowest unoccupied orbital energy (alpha / beta)   -1.275 / -1.275 eV
Energy above the lowest of the compared OMol25 structures with the same formula, charge and spin   339.29 kJ/mol
Frontier orbital gap (alpha / beta)   7.3 / 7.3 eV
Largest force on an atom   4.39 eV/Å

***

No. 2
Molecular formula: C30H30N4O3PPdS2
Method: DFT, wB97M-V/def2-TZVPD

Geometry (Å):
Pd1 0.4569 0.3480 -1.3524
O1 -0.9602 4.2742 2.2656
C1 -2.0637 3.9628 1.5611
C2 -3.2632 4.5493 1.9661
C3 -4.4385 4.2726 1.3011
C4 -4.4520 3.4032 0.2080
C5 -3.2715 2.8231 -0.1980
C6 -2.0641 3.0849 0.4626
C7 -0.8456 2.4129 -0.0174
O2 -0.9767 1.6096 -1.0569
N1 0.2743 2.6436 0.5986
N2 1.3110 1.9233 0.0070
C8 2.4255 1.9641 0.6254
S1 3.8515 1.1566 0.0132
C9 4.7171 1.2307 1.6021
C10 4.4173 2.5883 2.2050
S2 2.6238 2.8430 2.1252
H1 -0.2040 3.8082 1.8496
H2 -3.2349 5.2316 2.8062
H3 -5.3587 4.7388 1.6334
H4 -5.3748 3.1933 -0.3173
H5 -3.2508 2.1490 -1.0427
H6 5.7807 1.0924 1.4114
H7 4.3459 0.4211 2.2299
H8 4.9048 3.3864 1.6487
H9 4.7124 2.6442 3.2524
C11 -4.7561 0.2192 1.2889
C12 -4.6176 -0.2858 0.0010
C13 -3.3878 -0.7485 -0.4326
C14 -2.2915 -0.7364 0.4344
C15 -2.4329 -0.2208 1.7220
C16 -3.6674 0.2533 2.1445
P1 -0.7143 -1.2751 -0.2301
C17 -1.0815 -2.7355 -1.2162
C18 -0.5536 -2.8730 -2.4949
C19 -0.8211 -4.0181 -3.2360
C20 -1.6214 -5.0179 -2.7041
C21 -2.1658 -4.8762 -1.4320
C22 -1.8993 -3.7400 -0.6887
C23 0.3667 -1.7730 1.1172
C24 0.7721 -3.0958 1.2792
C25 1.6054 -3.4362 2.3364
C26 2.0324 -2.4652 3.2313
C27 1.6460 -1.1404 3.0615
C28 0.8310 -0.7895 1.9987
H10 -5.7166 0.5899 1.6240
H11 -5.4676 -0.3107 -0.6688
H12 -3.2779 -1.1241 -1.4429
H13 -1.5971 -0.1998 2.4060
H14 -3.7726 0.6536 3.1446
H15 0.0674 -2.0926 -2.9116
H16 -0.4049 -4.1259 -4.2292
H17 -1.8287 -5.9097 -3.2818
H18 -2.8023 -5.6502 -1.0232
H19 -2.3331 -3.6250 0.2985
H20 0.4385 -3.8584 0.5873
H21 1.9176 -4.4647 2.4614
H22 2.6669 -2.7411 4.0645
H23 1.9746 -0.3781 3.7571
H24 0.5449 0.2475 1.8642
C29 5.1024 -0.2763 -4.0178
N3 4.0200 -0.8043 -3.2061
C30 2.8695 -0.1692 -2.9463
N4 2.7128 1.0648 -3.4598
O3 1.9948 -0.7510 -2.2554
H25 5.9021 -1.0098 -4.0430
H26 5.5052 0.6454 -3.5925
H27 4.7794 -0.0924 -5.0441
H28 4.0956 -1.7222 -2.8017
H29 3.4541 1.5454 -3.9352
H30 1.8488 1.5586 -3.3163

Output
Net charge   +1
Lowest unoccupied orbital energy (alpha / beta)   -3.694 / -3.695 eV
Energy above the lowest of the compared OMol25 structures with the same formula, charge and spin   95.71 kJ/mol
Frontier orbital gap (alpha / beta)   6.5 / 6.5 eV
Largest force on an atom   1.02 eV/Å

***

No. 3
Molecular formula: C2H5N3O3
Method: DFT, wB97M-V/def2-TZVPD

Geometry (Å):
C1 0.1054 -0.4293 0.0612
C2 -2.1694 -0.5355 0.0312
H1 0.9100 1.6511 1.4332
H2 -0.8246 1.3224 -0.2020
H3 1.3638 -2.0098 0.3819
H4 2.1650 0.5360 -0.5835
H5 -3.1050 -1.1457 0.4152
N1 0.1086 0.8998 -0.3869
N2 1.3590 -0.9387 0.4121
N3 -1.0008 -1.1209 0.2271
O1 1.1323 1.6733 0.3993
O2 2.2863 -0.6335 -0.5678
O3 -2.3428 0.6543 -0.3021

Output
Lowest unoccupied orbital energy   -0.369 eV
Energy above the lowest of the compared OMol25 structures with the same formula, charge and spin   452.35 kJ/mol
Frontier orbital gap   9.3 eV
Largest force on an atom   5.99 eV/Å
SMILES   O=CN=C(NO)NO

***

No. 4
Molecular formula: C24H26NO
Method: DFT, wB97M-V/def2-TZVPD

Geometry (Å):
C1 -0.4300 5.6769 1.7338
O1 -1.6696 4.9379 1.6926
C2 -1.6516 3.5831 1.7535
C3 -2.9211 2.9467 1.7800
C4 -3.0055 1.6164 2.0847
C5 -1.8371 0.8205 2.3093
C6 -2.0086 -0.5056 2.7578
C7 -0.9856 -1.4919 2.8743
C8 -1.2548 -2.8463 2.5019
C9 -0.3150 -3.8421 2.6960
C10 0.9319 -3.5461 3.2657
C11 1.9169 -4.6442 3.5126
C12 1.2233 -2.2223 3.6161
C13 0.2899 -1.2114 3.4382
C14 -0.5732 1.4400 2.0545
C15 -0.4705 2.8030 1.8412
H1 -0.7475 6.7091 1.5888
H2 0.0657 5.5644 2.7091
H3 0.2499 5.3681 0.9265
H4 -3.8006 3.5655 1.6091
H5 -3.9806 1.1336 2.1535
H6 -3.0413 -0.8612 2.8021
H7 -2.2186 -3.0765 2.0390
H8 -0.5353 -4.8751 2.4139
H9 2.9216 -4.2378 3.6637
H10 1.6504 -5.2219 4.4075
H11 1.9437 -5.3458 2.6710
H12 2.2039 -1.9913 4.0395
H13 0.5194 -0.1944 3.7566
H14 0.3336 0.8382 2.0293
H15 0.5109 3.2817 1.7603
C16 -2.7535 -2.5265 5.7107
C17 -3.3425 -1.1451 5.9086
C18 -4.6688 -1.1059 6.6203
N1 -2.6786 -0.1426 5.4531
C19 -2.6408 1.1758 5.8946
C20 -1.4708 1.9322 5.6154
C21 -1.3704 3.2766 5.9504
C22 -2.4412 3.9169 6.5935
C23 -3.5775 3.1806 6.9446
C24 -3.6747 1.8291 6.6102
H16 -3.4379 -3.2799 6.1084
H17 -2.5690 -2.7338 4.6539
H18 -1.7901 -2.6054 6.2307
H19 -5.1173 -2.1054 6.6023
H20 -4.5479 -0.8118 7.6722
H21 -5.3586 -0.4145 6.1268
H22 -0.6497 1.4086 5.1233
H23 -0.4542 3.8223 5.7187
H24 -2.3831 4.9810 6.8286
H25 -4.4017 3.6517 7.4849
H26 -4.5519 1.2584 6.8996

Output
Net charge   +1
Lowest unoccupied orbital energy   -4.942 eV
Energy above the lowest of the compared OMol25 structures with the same formula, charge and spin   124.84 kJ/mol
Frontier orbital gap   6.1 eV
Largest force on an atom   1.90 eV/Å

***

No. 5
Molecular formula: C33H45BMnN7O8S2
Method: DFT, wB97M-V/def2-TZVPD

Geometry (Å):
Mn1 15.1468 2.0816 11.9083
N1 14.7902 1.5423 15.4783
N2 15.9245 0.7471 15.3499
C1 16.2034 0.0881 14.2629
N3 17.3867 -0.5864 14.2717
N4 15.3771 0.2404 13.1779
N5 15.4444 -0.6826 12.1337
O1 15.0122 -0.3317 11.0263
O2 15.9762 -1.8208 12.3402
H1 14.0459 1.1561 14.9093
H2 14.9491 2.4956 15.1517
H3 16.3926 0.4527 16.2154
H4 17.6680 -0.7789 15.2419
H5 17.2270 -1.4595 13.7179
O3 16.4703 1.3683 8.3455
S1 16.7664 2.1631 9.5274
O4 15.5237 2.9605 10.0250
O5 17.2539 1.5110 10.7708
C2 17.8536 3.4194 8.7557
C3 17.2208 4.0340 7.6665
C4 17.9427 4.9825 6.9483
C5 19.3232 5.0462 7.1720
C6 19.9448 4.3446 8.1941
C7 19.2029 3.4813 9.0162
S2 20.1167 2.6679 10.4255
O6 19.9893 3.6579 11.4897
O7 21.3909 2.2718 9.7462
O8 16.3815 3.8112 12.5875
H6 16.1969 3.7731 7.4135
H7 17.4201 5.5572 6.2340
H8 19.8985 5.7140 6.5430
H9 21.0396 4.4470 8.3659
C8 9.7923 2.0705 12.9802
C9 11.2736 1.6958 12.7550
C10 11.6858 0.3345 13.3601
C11 11.3706 1.6301 11.2603
C12 10.7374 0.5396 10.5925
C13 10.6427 0.4910 9.2185
C14 11.1579 1.4758 8.4510
C15 11.7811 2.5839 9.0030
C16 12.1798 3.7538 8.1123
C17 10.9344 4.6327 7.7926
C18 12.9122 3.3166 6.8479
C19 11.8761 2.6529 10.4364
N6 12.5481 3.7356 11.0711
B1 13.5105 3.5059 12.1308
N7 13.6419 4.8635 12.7177
C20 12.7833 5.7375 12.0297
C21 12.1427 5.0567 11.0453
C22 14.1834 5.1846 14.0004
C23 15.5708 5.4752 14.2054
C24 15.9533 6.2378 15.2930
C25 15.0580 6.6168 16.2777
C26 13.7506 6.1542 16.2363
C27 13.2731 5.4496 15.0854
C28 11.8091 5.0992 14.9914
C29 10.8993 6.3792 15.1470
C30 11.4004 4.1271 16.1437
C31 16.7054 5.0444 13.2788
C32 17.9919 4.6258 14.0131
C33 16.9621 6.1783 12.2574
H10 9.5705 2.4110 14.0066
H11 9.1313 1.2100 12.7678
H12 9.5538 2.8894 12.2814
H13 11.8506 2.5490 13.1859
H14 10.9267 -0.4038 13.0683
H15 11.8470 0.2665 14.4426
H16 12.6719 0.0266 12.9061
H17 10.3865 -0.2527 11.2455
H18 10.1065 -0.3313 8.7309
H19 11.1643 1.4013 7.3440
H20 12.9280 4.3481 8.6604
H21 10.4146 4.2455 6.9193
H22 11.1865 5.6981 7.6324
H23 10.2371 4.6021 8.6590
H24 12.1968 2.9249 6.0820
H25 13.6089 2.4993 7.1110
H26 13.4466 4.1571 6.4274
H27 12.5955 6.7539 12.4323
H28 11.3717 5.4798 10.3740
H29 16.9798 6.5409 15.3079
H30 15.3795 7.2996 17.0804
H31 13.1060 6.2618 17.0972
H32 11.5479 4.6522 13.9994
H33 10.7303 6.6898 16.2172
H34 9.8823 6.1539 14.7369
H35 11.3442 7.2176 14.5591
H36 11.2627 4.6495 17.1149
H37 12.2446 3.4358 16.3533
H38 10.4967 3.5058 15.9392
H39 16.8691 3.8733 11.7536
H40 18.5229 5.4097 14.5793
H41 18.7057 4.1955 13.2814
H42 17.6920 3.7961 14.6918
H43 16.9996 7.1408 12.7847
H44 16.1552 6.2346 11.5147
H45 17.9377 6.0622 11.7316

Output
Net charge   -1
Lowest unoccupied orbital energy (alpha / beta)   1.321 / 1.319 eV
Energy above the lowest of the compared OMol25 structures with the same formula, charge and spin   151.01 kJ/mol
<S²>   8.757
Spin multiplicity   6
Frontier orbital gap (alpha / beta)   4.6 / 4.6 eV
Largest force on an atom   5.32 eV/Å